Record 1
The following is a DFT calculation (ωB97M-V with the def2-TZVPD basis set) of a structure of composition C4H16BeF6NO10S2 in a non-equilibrium geometry.

Values from the calculation:
E_HOMO (alpha / beta): -5.904 / -9.421 eV
<S²>: 0.751
electronic energy: -64743.491 eV
LUMO level (alpha / beta): -0.320 / -0.717 eV

ORCA input file:
```
! RIJCOSX wB97M-V def2-TZVPD def2/J DEFGRID3
* xyz 0 2
Be 0.089 -0.440 0.668
C 2.751 1.573 -1.957
F 2.950 2.279 -3.053
F 3.915 0.961 -1.733
F 2.379 2.268 -0.884
S 1.515 0.129 -2.473
O 1.366 0.387 -3.905
O 2.126 -1.156 -2.084
N 0.185 0.521 -1.456
S -0.881 1.111 -2.449
O -0.493 2.334 -3.086
O -1.399 0.062 -3.314
C -2.358 1.712 -1.260
F -3.451 1.847 -2.047
F -2.586 0.791 -0.279
F -2.039 2.910 -0.690
O 0.563 -2.897 1.392
H -0.239 -3.004 1.903
H 0.359 -3.286 0.541
O 0.472 -0.412 3.426
H 0.717 -0.895 4.215
H 0.578 0.509 3.666
O -2.123 -0.782 2.060
H -2.374 -1.622 2.443
H -2.464 -0.128 2.671
O 2.419 -0.073 1.207
H 3.135 -0.504 0.741
H 2.846 0.608 1.727
C 0.304 2.721 1.716
O -0.761 1.808 1.824
H 0.014 3.539 2.375
H 1.267 2.371 2.089
H 0.320 3.149 0.714
H -1.278 2.186 2.539
C -1.064 -3.670 -1.287
O -1.353 -2.375 -0.740
H -2.031 -4.119 -1.514
H -0.376 -3.807 -2.121
H -0.755 -4.394 -0.533
H -2.246 -2.209 -1.051
*
```

***

Record 2
The following is a DFT calculation (ωB97M-V with the def2-TZVPD basis set) of a structure of composition C4H16Cl2CuN8O4 in a non-equilibrium geometry.

Values from the calculation:
E_HOMO (alpha / beta): 0.542 / -5.129 eV
<S²>: 2.003
electronic energy: -94203.585 eV
LUMO level (alpha / beta): 2.619 / 1.871 eV

ORCA input file:
```
! RIJCOSX wB97M-V def2-TZVPD def2/J DEFGRID3
* xyz -1 3
Cu 38.129 13.240 -4.570
Cl 37.858 14.464 -2.301
Cl 40.697 12.163 -4.330
C 37.073 10.173 -4.115
O 37.295 11.305 -4.490
N 36.828 9.110 -4.846
N 37.194 9.785 -2.928
H 36.326 8.291 -4.534
H 36.978 9.238 -5.836
H 37.180 10.460 -2.177
H 37.275 8.779 -2.895
C 35.644 14.893 -5.669
O 36.330 13.976 -5.318
N 35.589 16.000 -5.078
N 34.998 14.903 -6.767
H 35.963 15.947 -4.141
H 34.931 16.696 -5.399
H 34.538 15.746 -7.079
H 34.996 14.015 -7.249
C 38.383 12.941 -8.032
O 38.303 13.063 -6.834
N 38.194 11.857 -8.707
N 38.788 13.901 -8.764
H 38.508 11.622 -9.638
H 37.853 11.144 -8.078
H 39.067 14.825 -8.467
H 38.946 13.537 -9.692
C 39.216 16.466 -5.522
O 38.799 15.356 -5.230
N 38.796 17.606 -5.057
N 40.210 16.621 -6.328
H 39.513 18.316 -5.020
H 37.894 17.633 -4.603
H 40.710 15.919 -6.854
H 40.683 17.502 -6.188
*
```

***

Record 3
The following is a DFT calculation (ωB97M-V with the def2-TZVPD basis set) of a structure of composition C4H16FN8O4Ti in a non-equilibrium geometry.

Values from the calculation:
E_HOMO (alpha / beta): -2.750 / -8.870 eV
<S²>: 3.753
electronic energy: -50352.416 eV
relative energy (zero: lowest compared OMol25 entry of this formula, charge and spin): 48.0 kcal/mol
LUMO level (alpha / beta): 0.330 / 0.135 eV

ORCA input file:
```
! RIJCOSX wB97M-V def2-TZVPD def2/J DEFGRID3
* xyz 0 4
Ti -0.611 -0.058 -1.770
F -1.673 -0.034 -3.770
C -0.689 3.220 -0.331
O -1.316 2.621 -1.208
N -0.715 4.550 -0.143
N -0.025 2.606 0.671
H -1.111 5.137 -0.860
H -0.236 5.067 0.567
H -0.111 1.604 0.778
H 0.349 3.174 1.406
C 2.529 0.676 -0.881
O 1.683 0.997 -1.726
N 3.071 1.580 -0.057
N 2.880 -0.605 -0.636
H 3.652 1.268 0.698
H 2.861 2.536 -0.287
H 2.648 -1.259 -1.367
H 3.602 -0.797 0.034
C 0.334 -3.283 -1.076
O 0.601 -2.153 -1.512
N 0.584 -3.707 0.178
N 0.103 -4.357 -1.882
H 0.053 -4.472 0.555
H 0.999 -3.091 0.860
H -0.265 -4.152 -2.799
H -0.026 -5.221 -1.393
C -1.901 -0.254 1.654
O -1.058 -0.065 0.784
N -2.204 0.677 2.618
N -2.875 -1.213 1.633
H -1.411 0.916 3.194
H -3.124 0.933 2.923
H -3.591 -1.026 2.310
H -3.008 -1.818 0.834
*
```

***

Record 4
The following is a DFT calculation (ωB97M-V with the def2-TZVPD basis set) of a cluster of 3 separate species, C4H16N2O in total in a non-equilibrium geometry.

Values from the calculation:
E_HOMO: -19.113 eV
electronic energy: -9412.789 eV
relative energy (zero: lowest compared OMol25 entry of this formula, charge and spin): 150.4 kcal/mol
LUMO level: -12.896 eV

ORCA input file:
```
! RIJCOSX wB97M-V def2-TZVPD def2/J DEFGRID3
* xyz 2 1
C 1.480 2.100 1.814
C 1.360 0.963 0.807
C 0.103 1.009 -0.048
C -0.169 -0.168 -1.008
N -1.554 -0.728 -0.884
N 1.585 -0.342 1.285
H 1.545 3.049 1.287
H 0.613 2.047 2.483
H 2.355 1.980 2.451
H 2.200 1.066 0.070
H 0.126 1.965 -0.572
H -0.767 1.030 0.672
H 0.025 0.089 -2.043
H 0.506 -0.997 -0.792
H -1.794 -1.530 -1.518
H -1.644 -1.000 0.095
H -2.299 -0.025 -0.961
H -0.636 -0.252 2.261
H 2.527 -0.511 1.641
H 0.761 -0.708 1.870
H -2.041 -3.744 -2.642
H -2.209 -2.514 -3.593
O -2.072 -2.776 -2.676
*
```

***

Record 5
The following is a DFT calculation (ωB97M-V with the def2-TZVPD basis set) of a cluster of 3 separate species, C4H16N2O2 in total in a non-equilibrium geometry.

Values from the calculation:
E_HOMO: -8.931 eV
SMILES: CCCNCN.O.O
electronic energy: -11481.960 eV
relative energy (zero: lowest compared OMol25 entry of this formula, charge and spin): 23.3 kcal/mol
LUMO level: 0.571 eV

ORCA input file:
```
! RIJCOSX wB97M-V def2-TZVPD def2/J DEFGRID3
* xyz 0 1
C 1.127 0.279 -2.375
C 1.249 -1.010 -1.579
C -0.046 -1.592 -1.039
N -0.903 -0.609 -0.324
C -1.248 -1.003 1.054
N -0.097 -1.151 1.940
H 1.848 0.371 -3.187
H 1.204 1.167 -1.737
H 0.177 0.579 -2.841
H 1.515 -1.702 -2.393
H 2.084 -0.925 -0.895
H 0.239 -2.431 -0.377
H -0.695 -2.084 -1.755
H -0.399 0.253 -0.182
H -1.844 -0.154 1.388
H -1.803 -1.930 1.066
H -0.232 -0.828 2.871
H 0.410 -1.994 1.793
H 1.644 1.812 1.407
H 1.190 0.482 0.802
O 1.543 1.351 0.567
H -1.762 3.108 0.307
H -0.888 2.749 1.547
O -1.796 2.919 1.255
*
```

***

Record 6
The following is a DFT calculation (ωB97M-V with the def2-TZVPD basis set) of a cluster of 3 separate species, C4H16N2O2 in total in a non-equilibrium geometry.

Values from the calculation:
E_HOMO: -8.159 eV
SMILES: CCCNCN.O.O
electronic energy: -11479.723 eV
relative energy (zero: lowest compared OMol25 entry of this formula, charge and spin): 74.9 kcal/mol
LUMO level: 0.695 eV

ORCA input file:
```
! RIJCOSX wB97M-V def2-TZVPD def2/J DEFGRID3
* xyz 0 1
C -0.649 -2.162 2.015
C -1.245 -1.486 0.762
C -0.291 -0.364 0.231
N -0.821 0.924 0.249
C -1.445 1.530 -0.943
N -2.916 1.721 -0.496
H -0.468 -3.122 1.752
H -1.312 -2.032 2.882
H 0.296 -1.788 2.428
H -1.163 -2.226 -0.077
H -2.329 -1.035 0.944
H 0.185 -0.421 -0.827
H 0.597 -0.454 0.949
H -1.409 1.049 1.089
H -0.924 2.506 -1.144
H -1.397 0.980 -1.928
H -3.522 2.474 -0.938
H -3.456 0.889 -0.496
H 6.278 -0.977 1.728
H 4.968 -0.269 2.161
O 5.160 -0.934 1.432
H 1.923 2.382 -4.363
H 1.647 1.254 -3.428
O 2.295 1.562 -3.983
*
```

***

Record 7
The following is a DFT calculation (ωB97M-V with the def2-TZVPD basis set) of a cluster of 3 separate species, C4H16N2O2 in total in a non-equilibrium geometry.

Values from the calculation:
E_HOMO: -9.254 eV
SMILES: NCCCCN.O.O
electronic energy: -11482.450 eV
relative energy (zero: lowest compared OMol25 entry of this formula, charge and spin): 12.0 kcal/mol
LUMO level: 0.616 eV

ORCA input file:
```
! RIJCOSX wB97M-V def2-TZVPD def2/J DEFGRID3
* xyz 0 1
C 0.169 0.261 2.005
C 1.110 1.111 1.149
C 1.362 0.640 -0.292
C 1.425 -0.874 -0.546
N 0.085 -1.322 -0.962
N -1.212 0.229 1.536
H 0.513 -0.764 2.050
H 0.235 0.729 2.985
H 0.831 2.165 1.159
H 2.079 0.985 1.631
H 2.324 1.031 -0.602
H 0.599 1.071 -0.938
H 2.194 -0.975 -1.318
H 1.641 -1.418 0.368
H 0.085 -2.310 -1.176
H -0.271 -0.809 -1.733
H -1.753 1.071 1.677
H -1.183 0.054 0.536
H -2.893 -1.664 0.841
H -2.199 -1.494 -0.512
O -2.947 -1.924 -0.085
H 0.023 1.383 -2.762
H -1.302 1.633 -2.126
O -0.914 1.191 -2.885
*
```

***

Record 8
The following is a DFT calculation (ωB97M-V with the def2-TZVPD basis set) of a cluster of 3 separate species, C4H16N2O2 in total in a non-equilibrium geometry.

Values from the calculation:
E_HOMO: -19.252 eV
electronic energy: -11466.550 eV
relative energy (zero: lowest compared OMol25 entry of this formula, charge and spin): 18.6 kcal/mol
LUMO level: -7.697 eV

ORCA input file:
```
! RIJCOSX wB97M-V def2-TZVPD def2/J DEFGRID3
* xyz 2 1
C 1.010 -1.843 -0.269
C 1.397 -0.882 0.851
C 1.757 0.527 0.436
C 0.682 2.669 0.166
N 0.584 1.422 0.254
N -0.474 -2.173 -0.284
H 1.298 -1.476 -1.238
H 1.486 -2.789 -0.119
H 0.701 -0.837 1.696
H 2.206 -1.347 1.411
H 2.460 1.016 1.073
H 2.336 0.573 -0.498
H 1.645 3.171 0.244
H -0.181 3.309 0.044
H -0.335 0.968 0.233
H -0.757 -2.681 0.563
H -0.681 -2.806 -1.071
H -1.030 -1.321 -0.360
H -2.163 0.019 1.626
H -2.457 0.523 0.218
O -1.773 0.043 0.739
H -2.781 0.713 -2.369
H -2.582 2.067 -1.730
O -2.347 1.136 -1.617
*
```

***

Which value of electronic energy does entry 4 give?
-9412.789 eV